{"formula": "C19H23ClFN3O2S", "method": "ωB97M-V/def2-TZVPD", "de_lowest_ev": 0.188, "smiles": "CN(CCc1ccccn1)[C@H]1CCCN(S(=O)(=O)c2ccc(F)c(Cl)c2)C1", "lumo_ev": 0.5, "mol_weight_g_mol": 411.9, "energy_ev": -54716.30435, "elements": ["C", "N", "C", "C", "C", "C", "C", "C", "C", "N", "C", "C", "C", "C", "N", "S", "O", "O", "C", "C", "C", "C", "F", "C", "Cl", "C", "C", "H", "H", "H", "H", "H", "H", "H", "H", "H", "H", "H", "H", "H", "H", "H", "H", "H", "H", "H", "H", "H", "H", "H"], "coordinates": [[1.10233, 3.73325, -0.83306], [1.08995, 2.69367, 0.17338], [1.30623, 3.27265, 1.49029], [1.34602, 2.26456, 2.64188], [2.01506, 0.95331, 2.32556], [3.07594, 0.83607, 1.43527], [3.61130, -0.42004, 1.20625], [3.08342, -1.51066, 1.87609], [2.03358, -1.28673, 2.75148], [1.51502, -0.09386, 2.97135], [-0.00657, 1.74756, 0.07383], [-1.42892, 2.33352, 0.05363], [-2.42905, 1.18070, 0.09447], [-2.18512, 0.23312, -1.08009], [-0.81216, -0.22422, -1.15577], [-0.46792, -1.51626, -0.15359], [0.94481, -1.73608, -0.19263], [-1.12176, -1.44071, 1.12120], [-1.26704, -2.82576, -1.09699], [-2.27414, -3.58403, -0.53197], [-2.86810, -4.58919, -1.27751], [-2.43829, -4.81205, -2.57409], [-3.01963, -5.78328, -3.29195], [-1.41881, -4.05008, -3.14454], [-0.90652, -4.35259, -4.75747], [-0.83045, -3.04717, -2.38844], [0.16554, 0.84383, -1.15635], [2.07334, 4.22921, -0.80682], [0.97334, 3.29825, -1.81991], [0.32748, 4.49960, -0.67606], [0.54444, 4.03793, 1.72905], [2.26936, 3.79131, 1.43348], [1.87490, 2.73411, 3.47695], [0.33948, 2.03549, 2.99619], [3.45927, 1.70274, 0.92241], [4.42839, -0.54611, 0.50984], [3.46653, -2.50557, 1.71577], [1.57670, -2.09823, 3.30250], [0.06816, 1.07963, 0.93669], [-1.57812, 2.98716, 0.91497], [-1.57869, 2.92179, -0.85541], [-2.30223, 0.62062, 1.02201], [-3.45310, 1.55668, 0.04913], [-2.81297, -0.65628, -0.99497], [-2.41496, 0.73421, -2.02706], [-2.57471, -3.37719, 0.48257], [-3.65659, -5.20416, -0.87347], [-0.03506, -2.44094, -2.78887], [1.15182, 0.38046, -1.13963], [0.03848, 1.39974, -2.08960]], "forces_ev_per_angstrom": [[0.0133, -0.0597, 0.0753], [0.0021, 0.0193, 0.0295], [0.0431, -0.0039, 0.0656], [-0.0155, 0.1350, -0.2217], [0.1277, 0.1305, 0.0248], [0.0211, -0.1167, 0.0591], [0.0204, -0.0299, 0.1033], [0.0548, 0.1168, 0.0748], [0.2715, -0.3329, -0.0333], [-0.3400, 0.1761, 0.2159], [-0.1748, 0.0925, -0.2729], [0.2028, -0.2222, 0.2600], [-0.0164, 0.0684, -0.1840], [-0.6033, 0.0218, 0.2191], [0.3075, -0.7965, 0.4375], [-0.4442, -0.4972, -0.7620], [0.1538, 0.1428, -0.2526], [-0.2099, 0.0194, -0.0254], [0.1537, 0.4293, 0.3942], [0.0385, 0.0637, 0.0696], [0.1006, -0.0326, -0.2012], [0.0110, 0.0415, 0.0454], [0.1300, 0.1760, 0.0764], [-0.0677, 0.0564, 0.2835], [0.0110, -0.0443, -0.0993], [-0.0783, -0.2169, -0.1527], [0.5971, 0.2058, 0.3478], [0.0037, 0.0603, -0.0594], [-0.0091, 0.0623, -0.1309], [-0.0150, 0.0138, -0.0420], [0.1203, -0.0061, -0.0029], [-0.0706, 0.0725, 0.0189], [-0.0971, 0.0171, 0.0148], [0.0528, -0.0249, 0.0214], [0.0168, 0.0905, -0.0643], [0.0497, -0.0076, -0.0458], [0.0016, -0.1084, -0.0201], [0.0145, -0.1480, -0.0146], [-0.0418, 0.0580, -0.0055], [-0.0215, 0.0963, -0.0178], [0.0134, 0.1062, -0.0260], [-0.0955, 0.0559, 0.0152], [-0.0277, -0.0447, 0.0221], [-0.1865, 0.1208, -0.1262], [-0.0071, -0.0899, 0.0215], [-0.0987, -0.0221, 0.1121], [-0.0704, -0.0586, 0.0182], [0.0896, 0.0314, -0.1954], [0.0684, 0.2149, -0.0841], [0.0001, -0.0323, 0.0143]]}